Entry 1:
30
Properties=species:S:1:pos:R:3:nbo_charge:R:1 method="wB97M-V/def2-TZVPD" relative_energy_kj_mol=47.9 orbital_gap_ev=8.7 smiles=Cc1c[nH]c2ccccc12.CCC
C -0.6910 -2.3179 2.3902 -0.624
C -2.3848 0.3107 0.3362 0.146
C -1.4321 -0.0637 1.2935 -0.108
C -1.4997 -1.4839 1.4409 -0.087
C -2.3883 -1.9226 0.5058 -0.036
C -2.4614 1.6175 -0.1757 -0.244
C -1.5973 2.5215 0.3938 -0.209
C -0.7104 2.2233 1.4479 -0.249
C -0.6752 0.9369 1.9317 -0.174
N -2.9549 -0.8433 -0.1375 -0.526
H -3.0410 1.8240 -1.0653 0.214
H -1.6304 3.5342 -0.0023 0.208
H -3.5974 -0.9446 -0.9029 0.409
H -0.0565 2.9909 1.8337 0.215
H -2.6890 -2.9399 0.3149 0.209
H -0.1017 0.6813 2.8152 0.209
H -0.8425 -1.8872 3.3862 0.213
H 0.3802 -2.2874 2.1948 0.217
H -1.0759 -3.3335 2.4321 0.217
C 2.7491 -0.0642 -2.4612 -0.399
C 2.2707 1.3618 -2.0601 -0.608
C 3.0371 -0.9285 -1.2427 -0.608
H 3.6002 0.0699 -3.1217 0.197
H 1.9333 -0.5577 -2.9606 0.195
H 3.0702 2.1034 -2.0991 0.202
H 1.4428 1.6374 -2.7129 0.206
H 3.6284 -1.8148 -1.4803 0.204
H 2.1431 -1.3305 -0.8013 0.206
H 1.9411 1.3418 -1.0198 0.207
H 3.6336 -0.4349 -0.4733 0.199

---

Entry 2:
108
Properties=species:S:1:pos:R:3:mulliken_charge:R:1 method="wB97M-V/def2-TZVPD" relative_energy_kj_mol=81.9 multiplicity=4 orbital_gap_ev="5.3 / 4.5" charge=+2
Re -1.0187 -0.7028 -0.0638 0.174
N 3.1702 1.0575 -2.9211 0.153
C 1.8626 1.0887 -2.6651 -0.668
N 1.1623 0.0674 -2.2625 -0.050
C 1.8066 -1.1158 -2.0646 0.022
N 1.1443 -2.1993 -1.7351 -1.690
N -0.1786 -2.0497 -1.4415 1.155
C -0.9693 -2.9503 -1.9129 -0.632
C -2.3669 -2.9104 -1.5037 0.870
C -3.3183 -3.8198 -1.9145 -0.893
C -4.6171 -3.6873 -1.4378 -0.584
C -4.9216 -2.6405 -0.5831 -0.952
C -3.9165 -1.7664 -0.2085 -0.342
N -2.6609 -1.9106 -0.6478 1.020
C 3.2345 -1.2313 -2.2696 1.092
C 3.9502 -2.4176 -2.0418 -0.146
C 5.2948 -2.4629 -2.3069 -0.986
C 5.9536 -1.3265 -2.8009 -0.452
C 5.2768 -0.1482 -3.0096 -0.963
C 3.9106 -0.1065 -2.7364 -0.046
H 3.6331 1.8873 -3.2634 0.308
H 1.3631 2.0377 -2.8255 0.493
H -0.5787 -3.6960 -2.5949 0.559
H -3.0428 -4.6183 -2.5899 0.592
H -5.3805 -4.3952 -1.7313 0.483
H -5.9229 -2.4958 -0.2037 0.533
H -4.1055 -0.9377 0.4608 0.521
H 3.4209 -3.2814 -1.6646 0.518
H 5.8513 -3.3736 -2.1361 0.461
H 7.0128 -1.3736 -3.0153 0.466
H 5.7888 0.7320 -3.3791 0.440
C -2.8177 6.7821 -1.4182 -1.653
C -3.6030 5.8492 -0.4856 1.906
C -5.0985 5.9296 -0.8251 -1.530
C -3.3928 6.3098 0.9587 -2.033
C -3.1392 4.4067 -0.6814 -0.006
C -2.8957 3.5553 0.3880 -0.453
C -2.4821 2.2758 0.0915 0.593
Br -2.2044 1.0245 1.5326 -0.016
C -2.2628 1.7642 -1.1728 0.162
O -1.7483 0.5064 -1.3345 0.458
C -2.5899 2.5763 -2.2638 -0.617
C -3.0009 3.8738 -1.9640 -0.616
C -2.6155 2.1400 -3.7428 2.320
C -2.1286 0.7133 -4.0186 -1.890
C -1.7509 3.0945 -4.5792 -1.572
C -4.0758 2.2297 -4.2161 -1.738
H -3.0886 7.8177 -1.2116 0.471
H -3.0368 6.5957 -2.4700 0.368
H -1.7412 6.6786 -1.2669 0.363
H -5.4542 6.9548 -0.7116 0.450
H -5.6852 5.2912 -0.1619 0.347
H -5.2889 5.6190 -1.8543 0.323
H -3.6017 7.3765 1.0334 0.432
H -2.3636 6.1510 1.2888 0.453
H -4.0663 5.8016 1.6523 0.346
H -3.0235 3.8713 1.4135 0.531
H -3.2559 4.5139 -2.7975 0.320
H -1.0944 0.5563 -3.7150 0.120
H -2.2029 0.5359 -5.0928 0.658
H -2.7489 -0.0313 -3.5165 0.229
H -0.7100 3.0740 -4.2474 0.171
H -2.0969 4.1263 -4.5326 0.326
H -1.7766 2.7895 -5.6263 0.496
H -4.7164 1.5695 -3.6276 0.338
H -4.1450 1.9279 -5.2625 0.484
H -4.4695 3.2430 -4.1329 0.326
N -3.3730 -6.2338 2.5688 -0.433
C -2.7878 -5.2595 2.7268 -0.401
C -2.1134 -3.9971 2.8907 0.246
C -1.8717 -3.4317 4.1359 -0.358
C -1.2180 -2.2135 4.1814 -1.207
C -0.8756 -1.5899 2.9980 -0.217
N -1.1434 -2.1131 1.7879 0.338
C -1.7219 -3.3168 1.7497 -0.108
H -2.1758 -3.9437 5.0388 0.571
H -0.9670 -1.7481 5.1238 0.526
H -0.3364 -0.6519 3.0094 0.360
H -1.8501 -3.7881 0.7870 0.571
Cl 5.0517 -0.7714 5.2660 -0.171
C 4.1835 -2.2706 5.3481 0.831
C 4.3276 -3.0400 6.4917 -0.577
C 3.5644 -4.1817 6.6689 -0.590
C 2.6442 -4.5413 5.6972 -0.635
C 2.5408 -3.7787 4.5501 0.511
Cl 1.3668 -4.2536 3.3393 -0.154
C 3.3210 -2.6420 4.3169 -0.457
N 3.1536 -1.9137 3.1445 0.803
C 4.1795 -1.3615 2.3529 -0.444
C 5.4533 -1.9202 2.3295 0.021
C 6.4724 -1.3351 1.5981 -0.848
C 6.2250 -0.1861 0.8566 -0.942
C 4.9491 0.3519 0.8600 -0.340
C 3.9176 -0.2243 1.5965 0.587
C 2.5937 0.4892 1.6815 -1.486
C 1.4310 -0.1816 1.0193 1.600
O 0.5425 0.5634 0.3963 -0.794
O 1.2092 -1.3915 1.0744 -0.810
H 5.0239 -2.7153 7.2521 0.449
H 3.6753 -4.7785 7.5629 0.415
H 2.0194 -5.4157 5.8143 0.453
H 2.2612 -2.0212 2.6765 -0.526
H 5.6431 -2.8118 2.9152 0.618
H 7.4631 -1.7706 1.6185 0.478
H 7.0186 0.2940 0.3005 0.472
H 4.7506 1.2626 0.3050 0.375
H 2.6758 1.4952 1.2724 0.622
H 2.3109 0.5909 2.7379 0.331

---

Entry 3:
50
Properties=species:S:1:pos:R:3:nbo_charge:R:1 method="wB97M-V/def2-TZVPD" relative_energy_kj_mol=10.6 multiplicity=2 orbital_gap_ev="7.7 / 8.2" charge=+2
Ti -0.6993 -0.4779 0.0633 1.523
C 0.4671 3.0574 -2.3865 -0.712
C 0.3869 1.8154 -1.5677 0.365
N -0.7246 1.2909 -1.1752 -0.346
N -1.9121 1.9081 -1.4785 -0.421
C -3.0712 1.2575 -1.2109 0.345
N -4.1996 1.9027 -1.4347 -0.712
S -3.0782 -0.3534 -0.6682 -0.070
C 1.5880 1.0995 -1.1051 0.124
C 2.8686 1.5741 -1.2968 -0.177
C 3.9435 0.8503 -0.7865 -0.098
C 3.6997 -0.3293 -0.1121 -0.198
C 2.3855 -0.7450 0.0464 0.108
N 1.3529 -0.0467 -0.4277 -0.534
H -0.3628 3.1243 -3.0894 0.252
H 1.3843 3.0866 -2.9673 0.270
H 0.4529 3.9397 -1.7390 0.280
H -1.9069 2.8959 -1.6930 0.419
H -4.2429 2.8327 -1.8240 0.424
H -5.0744 1.4409 -1.2353 0.449
H 3.0447 2.5012 -1.8222 0.249
H 4.9542 1.2125 -0.9177 0.262
H 4.5038 -0.9224 0.2994 0.266
H 2.1464 -1.6536 0.5853 0.239
F -1.7484 -1.9062 4.6409 -0.265
C -2.1380 -1.1282 3.6617 0.788
F -2.8767 -1.8068 2.7869 -0.291
F -2.8033 -0.0891 4.1052 -0.263
S -0.6337 -0.5152 2.7387 2.199
O -1.1898 0.5226 1.8112 -0.942
O -0.2731 -1.6156 1.7948 -0.939
N 0.5113 -0.1586 3.6267 -1.150
S 0.6487 1.2429 4.4798 2.231
O 1.6613 1.0681 5.4473 -0.833
O -0.6478 1.7604 4.7643 -0.882
C 1.3587 2.3615 3.1423 0.733
F 2.3481 3.0680 3.6396 -0.275
F 0.4115 3.1648 2.6786 -0.298
F 1.8256 1.6414 2.0984 -0.338
C -0.2938 -4.5271 -2.7610 -0.101
C -0.9748 -4.5273 -1.5530 -0.221
C -1.0880 -3.3419 -0.8572 0.072
N -0.5282 -2.1965 -1.2862 -0.563
C 0.1334 -2.2044 -2.4537 0.054
C 0.2602 -3.3411 -3.2228 -0.217
H -0.1957 -5.4381 -3.3360 0.254
H -1.4216 -5.4277 -1.1570 0.259
H -1.6166 -3.3002 0.0882 0.223
H 0.5714 -1.2669 -2.7723 0.205
H 0.7929 -3.2999 -4.1620 0.252

---

Entry 4:
110
Properties=species:S:1:pos:R:3:mulliken_charge:R:1 method="wB97M-V/def2-TZVPD" multiplicity=4 orbital_gap_ev="6.4 / 5.5" charge=+2
Mn 0.5499 0.6718 -1.9114 0.440
Cl -0.8125 1.2143 -4.0812 -0.277
C -2.3684 1.5024 -3.4740 0.680
C -3.1800 2.4162 -4.1607 -0.488
C -4.4779 2.5762 -3.7585 -0.797
C -4.9629 1.8775 -2.6799 -0.767
C -4.1464 1.0380 -1.9352 -0.620
C -2.8413 0.8294 -2.3861 -0.066
P -1.6881 -0.3676 -1.6538 2.631
C -2.4526 -0.7568 0.0143 0.088
C -2.9402 -2.0166 0.3143 -0.519
C -3.6162 -2.2725 1.4957 -0.869
C -3.7568 -1.2367 2.3860 -0.891
C -3.2825 0.0667 2.0900 -1.300
C -2.6504 0.3085 0.8956 -0.468
C -1.9440 -1.9049 -2.6529 1.183
C -2.8824 -2.0071 -3.6983 -1.358
C -3.1218 -3.2243 -4.2326 -0.674
C -2.5528 -4.4190 -3.7816 -0.941
C -1.5621 -4.2651 -2.8001 -0.726
C -1.2700 -3.0448 -2.2762 0.129
H -2.6916 2.8762 -5.0262 0.487
H -5.0858 3.3233 -4.2694 0.404
H -5.9822 1.9305 -2.4804 0.518
H -4.5354 0.4869 -1.0698 0.392
H -2.8568 -2.8190 -0.4329 0.456
H -3.9269 -3.2303 1.7818 0.681
H -4.2631 -1.4838 3.3321 0.343
H -3.4545 0.8178 2.7955 0.735
H -2.3461 1.2628 0.5535 0.781
H -3.4407 -1.1649 -4.0324 0.506
H -3.8059 -3.3436 -5.0806 0.387
H -2.8746 -5.3807 -4.1124 0.466
H -1.0987 -5.1438 -2.3861 0.439
H -0.5352 -3.0335 -1.4868 0.188
C 1.1153 -1.1618 1.3524 0.797
C 2.2860 -0.4245 0.7715 -1.059
C 3.5954 -0.5125 1.2922 -1.052
C 4.5767 0.0943 0.5226 -0.896
C 4.3201 0.8132 -0.6189 -1.068
C 2.9436 0.8944 -1.0331 0.959
N 2.0230 0.2818 -0.2873 0.828
N 2.4568 1.4976 -2.1268 0.488
Si 3.3619 2.2542 -3.3421 -0.355
C 4.1680 0.9129 -4.2995 -1.011
C 4.8124 3.3638 -2.7138 -1.456
C 2.2134 3.2718 -4.3556 -0.693
H 0.2421 -0.4839 1.4740 -0.187
H 1.4819 -1.6006 2.2734 0.606
H 0.7100 -1.8944 0.6041 -0.098
H 3.7290 -1.1156 2.2167 0.489
H 5.6224 -0.0196 0.8313 0.419
H 5.1600 1.3093 -1.1489 0.281
H 5.0830 0.5589 -3.7493 0.316
H 4.7054 1.2757 -5.2613 0.367
H 3.4869 0.1184 -4.5874 0.303
H 4.8877 4.1760 -3.3958 0.490
H 5.7773 2.8519 -2.8496 0.430
H 4.8031 3.6490 -1.6592 0.359
H 1.2972 2.7100 -4.5581 0.041
H 2.4872 3.5148 -5.3949 0.465
H 1.8438 4.1977 -3.8342 0.129
O -0.1985 2.5743 1.1898 -0.756
C -0.0200 2.7136 -0.0316 -0.152
O -0.6015 2.0894 -0.9986 -0.444
C 0.9393 3.7625 -0.4704 2.209
N 1.8561 4.1512 0.6394 0.022
C 2.5663 5.4024 0.3077 -0.540
C 1.5695 6.1305 -0.6638 -0.586
C 0.3575 5.1200 -0.8005 -0.890
H 1.6005 3.3315 -1.2481 -1.736
H 2.5261 3.3827 0.8251 0.321
H 1.2750 4.1399 1.4760 0.472
H 3.5356 5.2245 -0.1272 0.187
H 2.7322 5.9878 1.2323 0.375
H 2.0669 6.3399 -1.6078 0.314
H 1.2854 7.1534 -0.3427 0.410
H -0.0589 5.1908 -1.8210 0.304
H -0.4450 5.2874 -0.0915 0.504
C 1.1875 -1.1550 -2.6018 -1.145
Si -0.6928 -2.2787 3.3512 -0.933
C -0.3073 -1.1256 4.9047 2.132
C 1.2375 -0.9335 4.9987 -1.258
C -1.1333 0.1544 4.7134 -1.282
C -0.8803 -1.8871 6.1048 -1.847
C -0.5862 -4.1402 3.4106 1.703
C 0.6475 -4.7153 4.2047 -1.602
C -0.5657 -4.6839 1.9257 -1.245
C -1.9777 -4.5726 4.1728 -1.622
H 1.1471 -1.9389 -1.8121 0.168
H 2.2059 -1.1732 -2.9624 0.558
H 0.5297 -1.5447 -3.3952 0.481
H 1.6130 -0.2660 4.1739 0.262
H 1.6870 -2.0001 4.8926 0.295
H 1.6518 -0.5214 5.9340 0.441
H -1.0796 0.6314 3.7423 0.106
H -0.8939 0.9043 5.5386 0.470
H -2.2132 -0.1308 4.9081 0.361
H -0.2826 -2.6417 6.5354 0.385
H -1.9559 -2.2079 6.0382 0.384
H -0.9554 -1.1570 6.9145 0.536
H 1.4869 -4.3432 3.6227 0.478
H 0.6355 -5.7882 4.2003 0.500
H 0.7070 -4.4707 5.2623 0.285
H 0.3532 -4.3664 1.3318 0.224
H -1.5502 -4.4675 1.4763 0.298
H -0.4827 -5.7652 1.9439 0.536
H -1.9064 -4.4089 5.2730 0.354
H -2.1299 -5.5981 4.0013 0.506
H -2.8157 -4.0062 3.8063 0.389

---

Entry 5:
143
Properties=species:S:1:pos:R:3:mulliken_charge:R:1 method="wB97M-V/def2-TZVPD" orbital_gap_ev=7.9 smiles="CCCCCCCC[C@@H](O[C@H](F)N=C=O)[C@H](NCCCCC)OCCC.CCOP(=O)(OCC)OCC.CCOP(=O)(OCC)OCC.CCOP(=O)(OCC)OCC"
C 5.4419 1.0941 3.0099 -1.070
C 5.4160 0.4365 1.5674 -0.256
C 5.1342 -1.1191 1.6202 -0.940
C 3.7338 -1.4894 2.2340 -0.241
C 2.6525 -1.5091 1.0739 -0.797
C 1.7747 -2.8205 1.1286 -0.933
C 0.6853 -2.7894 2.2900 -0.278
C -0.7351 -2.3118 1.8100 -0.972
C -1.8936 -3.3337 2.1426 0.089
O -1.6653 -4.0359 3.3741 -0.405
C -2.4904 -5.1395 3.5434 0.441
F -2.0513 -5.7562 4.7259 -0.364
N -2.3728 -6.1653 2.4793 -0.575
C -3.4738 -6.2111 1.9255 0.755
O -4.3955 -6.1935 1.2699 -0.341
C -3.2647 -2.5546 2.2679 -0.133
N -3.5772 -1.8066 1.0184 -0.316
C -5.0748 -1.8432 0.9108 -0.061
C -5.6554 -0.7246 -0.0059 -0.633
C -7.2373 -0.7109 0.2304 -0.456
C -7.8253 0.7284 0.3949 -0.322
C -9.4153 0.7117 0.3372 -1.111
O -3.2072 -1.5898 3.3231 -0.383
C -4.0684 -1.9010 4.4214 0.215
C -4.5822 -0.5746 5.1347 -0.453
C -6.1507 -0.4239 4.9574 -0.699
H 6.2213 0.5985 3.6331 0.290
H 4.4415 1.0156 3.4997 0.313
H 5.6661 2.1831 2.8910 0.301
H 4.6919 0.9680 0.8960 0.184
H 6.4601 0.5432 1.1802 0.312
H 5.2354 -1.5189 0.5820 0.339
H 5.9721 -1.5706 2.2188 0.332
H 3.8066 -2.4685 2.7691 0.442
H 3.4065 -0.7386 3.0005 0.116
H 1.9397 -0.6430 1.1437 0.260
H 3.1384 -1.4861 0.0695 0.464
H 1.2675 -3.0699 0.1673 0.465
H 2.4852 -3.6463 1.4087 0.357
H 0.7081 -3.7918 2.7690 0.400
H 1.0589 -2.0205 3.0203 0.128
H -0.9465 -1.2873 2.1949 0.332
H -0.7048 -2.2134 0.6916 0.326
H -1.9960 -3.9804 1.2392 0.112
H -3.5556 -4.8503 3.7602 0.184
H -4.1075 -3.2885 2.3776 0.409
H -3.3028 -0.8310 1.1363 0.346
H -5.3792 -2.8711 0.6004 0.293
H -5.4816 -1.6432 1.9456 -0.218
H -5.5305 -0.9420 -1.0974 0.275
H -5.2648 0.2955 0.2197 0.380
H -7.4256 -1.2427 1.2058 0.122
H -7.7801 -1.3130 -0.5439 0.430
H -7.5763 1.1859 1.3875 0.183
H -7.4885 1.3490 -0.4682 0.303
H -9.8091 0.9103 -0.6864 0.278
H -9.8331 -0.2675 0.6778 0.315
H -9.8434 1.4919 1.0185 0.321
H -3.4964 -2.4937 5.1805 0.284
H -4.9820 -2.4832 4.1481 -0.218
H -4.0494 0.3063 4.7107 0.242
H -4.3972 -0.7111 6.2244 0.312
H -6.4245 0.6327 4.6926 0.298
H -6.7003 -0.6643 5.9028 0.168
H -6.5496 -1.0776 4.1369 0.089
O -9.5709 -5.5231 6.7677 -0.758
P -9.9405 -4.0957 6.4352 1.038
O -11.4594 -4.4217 5.8465 -0.341
C -12.4340 -5.0282 6.6852 -0.313
C -13.1836 -3.9968 7.5077 -0.990
O -9.1268 -4.0192 5.0025 -0.361
C -8.0396 -4.9028 4.7434 0.061
C -8.5123 -6.1641 4.0406 -1.205
O -10.2629 -2.4602 6.1542 -0.266
C -10.6701 -1.5878 7.2026 -0.177
C -10.0344 -1.8808 8.5461 -1.189
H -11.9798 -5.7813 7.3345 0.286
H -13.1371 -5.5434 6.0274 0.344
H -12.5321 -3.5692 8.2745 0.210
H -14.0377 -4.4504 8.0144 0.421
H -13.5429 -3.1821 6.8755 0.234
H -7.4965 -5.1341 5.6600 0.355
H -7.3378 -4.3731 4.0910 0.012
H -9.4006 -6.5936 4.5039 0.309
H -7.7252 -6.9210 4.0353 0.353
H -8.7815 -5.9376 3.0050 0.317
H -11.7605 -1.5954 7.2704 0.200
H -10.3931 -0.5763 6.8946 0.362
H -10.1879 -2.9217 8.8523 0.380
H -10.4700 -1.2358 9.3120 0.373
H -8.9590 -1.6989 8.5121 0.321
O 6.5770 5.5886 -3.1652 -0.764
P 5.8880 4.9631 -1.9747 0.964
O 7.1356 5.2167 -0.9026 -0.301
C 7.6043 6.5347 -0.6509 -0.302
C 6.7926 7.2216 0.4316 -1.002
O 6.1902 3.3859 -2.3257 -0.283
C 6.4564 2.9877 -3.6690 -0.390
C 7.9465 3.0088 -3.9622 -0.912
O 5.0111 4.3728 -0.6468 -0.234
C 4.0589 5.1764 0.0403 -0.156
C 3.2815 6.1269 -0.8468 -1.295
H 7.6066 7.1320 -1.5664 0.282
H 8.6401 6.4408 -0.3178 0.347
H 5.7893 7.4581 0.0681 0.214
H 7.2642 8.1586 0.7349 0.429
H 6.6926 6.5792 1.3090 0.206
H 5.9000 3.6025 -4.3768 0.324
H 6.0845 1.9660 -3.7859 0.362
H 8.4338 3.9187 -3.6108 0.257
H 8.1296 2.9128 -5.0345 0.265
H 8.4412 2.1780 -3.4510 0.297
H 4.5608 5.7108 0.8498 0.220
H 3.3575 4.4894 0.5210 0.340
H 3.9445 6.7673 -1.4392 0.385
H 2.6473 6.7718 -0.2348 0.368
H 2.6453 5.5744 -1.5402 0.373
O 7.9639 3.6655 -10.3324 -0.741
P 9.3668 3.1207 -10.2386 1.044
O 9.0966 1.8452 -9.2179 -0.337
C 8.1681 0.8309 -9.5777 -0.319
C 8.8156 -0.2399 -10.4357 -0.986
O 9.9668 4.2012 -9.1546 -0.344
C 9.3185 5.4551 -8.9548 -0.370
C 8.3010 5.3727 -7.8300 -0.952
O 10.9634 2.6213 -10.4390 -0.340
C 11.3735 1.8720 -11.5781 -0.165
C 10.6650 2.2447 -12.8642 -1.220
H 7.2982 1.2563 -10.0850 0.300
H 7.8173 0.3819 -8.6461 0.347
H 9.0447 0.1511 -11.4305 0.207
H 8.1467 -1.0937 -10.5615 0.418
H 9.7476 -0.5878 -9.9853 0.234
H 8.8658 5.8133 -9.8793 0.319
H 10.0901 6.1817 -8.6851 0.367
H 7.6626 4.4915 -7.9021 0.248
H 7.6635 6.2589 -7.8204 0.372
H 8.8136 5.3046 -6.8663 0.256
H 11.2670 0.8062 -11.3619 0.210
H 12.4447 2.0500 -11.7013 0.340
H 9.5756 2.1908 -12.7610 0.382
H 10.9627 1.5627 -13.6634 0.361
H 10.9209 3.2619 -13.1649 0.369